Record 1
Molecular formula: C7H12N5O3
Method: DFT, ωB97M-V/def2-TZVPD

```
27
Properties=species:S:1:pos:R:3:forces:R:3:lowdin_charge:R:1
C 0.3918 2.0395 -1.0454 0.969 -1.259 2.247 -0.023
C 1.6716 0.5301 0.4731 -0.524 -0.955 -1.533 0.083
C -3.3802 -1.9470 -3.0910 2.026 -1.157 3.497 -0.431
C -0.9308 -0.4500 0.4869 -0.457 1.648 -2.118 -0.592
C 1.2875 1.8918 0.2515 -1.537 1.004 -0.880 -0.345
C 0.3848 -1.1074 -1.6429 -0.966 2.208 -1.233 -0.013
C 1.5125 -0.8624 2.4617 0.583 -1.294 3.232 0.146
N -0.4583 1.1812 -1.3285 -1.046 -2.873 -0.874 0.139
N -1.1212 -1.7523 0.7249 -0.460 -0.981 2.418 0.189
N 0.6342 2.5824 1.3542 -0.811 0.533 0.571 0.071
N 1.7787 0.1624 1.7361 -0.107 0.336 0.320 -0.007
N -0.3240 -0.1371 -0.7776 1.740 0.337 1.773 -0.088
O -3.8479 -1.3920 -3.9429 -1.924 1.600 -3.356 0.273
O -2.8436 -2.4032 -2.1604 -0.057 -0.418 -0.107 0.167
O -1.2641 0.4955 1.1703 -0.187 -0.603 0.896 0.062
H 0.3495 2.9057 -1.6307 0.128 1.598 -0.383 0.119
H 2.2088 2.4051 0.0180 0.560 0.337 -0.089 0.158
H 0.6746 -1.9861 -1.1396 -0.187 -1.058 0.655 0.077
H -0.2693 -1.2201 -2.5096 0.314 -0.706 -0.032 0.092
H 1.3129 -0.6468 -1.9629 0.059 0.140 -0.125 0.087
H 0.6963 -1.4730 2.2515 -0.656 -1.429 -1.079 0.056
H 1.9457 -1.0257 3.5068 -0.481 0.950 -1.674 0.149
H -0.9940 -2.4770 0.0402 -0.135 0.080 -0.053 0.102
H -1.4667 -2.0223 1.6913 0.410 0.555 -2.058 0.170
H -0.3054 2.2559 1.6859 1.304 -0.515 -0.919 0.100
H 0.4129 3.5147 1.0294 0.432 0.472 0.319 0.090
H 1.9440 0.9381 2.3499 1.011 1.450 0.586 0.167
```
Positions in Å, forces in eV/Å.

ΔE to the lowest compared entry with this formula, charge and spin   94.6 kcal/mol
Net charge   +1
Highest occupied orbital energy (alpha / beta)   -12.64 / -12.59 eV
Orbital gap (alpha / beta)   7.2423 / 6.7929 eV
Electronic energy   -773.01450 hartree


Record 2
Molecular formula: H10O15S2V
Method: DFT, ωB97M-V/def2-TZVPD

```
28
Properties=species:S:1:pos:R:3:forces:R:3:lowdin_charge:R:1
O -0.0990 -1.9994 -0.1781 0.262 2.412 1.272 -0.389
V -0.2484 -0.3919 0.1623 -2.631 -2.447 -2.456 0.906
O -1.3429 -0.2639 1.3176 0.523 -0.524 0.014 -0.377
S -1.4658 -0.6410 -3.0014 -1.059 -1.909 -2.606 0.164
O -2.7540 -0.5189 -3.7218 -0.697 0.191 0.345 -0.465
O -1.7154 -0.2635 -1.5815 1.134 1.169 3.444 -0.412
O -1.0529 -2.0549 -3.0206 0.431 -0.675 0.166 -0.456
O -0.4952 0.1986 -3.6541 1.453 0.891 -0.171 -0.396
S -0.0113 2.8644 -0.5631 1.078 1.739 -4.145 0.170
O 0.0624 1.7363 0.3548 0.737 -3.320 3.298 -0.461
O 1.0015 3.8848 -0.2564 0.418 0.428 1.197 -0.445
O 0.3120 2.2970 -1.8864 0.386 -0.183 -0.326 -0.401
O -1.3483 3.4000 -0.5427 -1.583 0.918 0.663 -0.378
O 3.2868 -2.5438 -0.1541 0.793 -0.184 0.332 -0.068
H 3.4588 -3.3947 -0.5575 -0.109 -0.121 -0.125 0.018
H 2.5716 -2.1733 -0.6711 -0.881 0.377 -0.170 0.008
O 1.5913 -0.0470 -1.2609 0.607 -1.452 0.670 -0.078
H 2.4962 0.2082 -1.0812 0.046 0.187 0.287 0.061
H 1.2085 0.7158 -1.6944 -1.094 1.742 -1.194 -0.003
O 1.5722 -0.5809 1.4837 0.322 0.490 -0.020 -0.054
H 1.7825 0.3388 1.6456 -0.062 0.774 -0.130 0.065
H 1.9119 -1.0433 2.2498 -0.408 -0.514 -0.013 0.076
O -2.2965 2.9707 2.7826 -0.398 0.225 0.881 -0.083
H -2.5076 3.6866 2.1833 0.223 -0.011 -0.483 0.018
H -1.9588 2.2761 2.2173 0.350 -0.342 -0.600 0.005
O -1.0276 -2.9927 3.3793 0.085 -0.477 0.694 -0.073
H -1.2940 -3.4040 2.5571 0.092 0.195 -0.510 0.029
H -1.6381 -2.2641 3.4920 -0.019 0.422 -0.316 0.020
```
Positions in Å, forces in eV/Å.

ΔE to the lowest compared entry with this formula, charge and spin   0.0 kcal/mol
Net charge   -3
Highest occupied orbital energy   2.30 eV
Orbital gap   4.1297 eV
Electronic energy   -2874.97269 hartree


Record 3
Molecular formula: C9H8N3O3
Method: DFT, ωB97M-V/def2-TZVPD

```
23
Properties=species:S:1:pos:R:3:forces:R:3:lowdin_charge:R:1
C -1.1734 -1.3552 -2.4476 0.049 -2.163 -1.346 0.043
C 2.9838 -0.8635 -0.1460 0.665 -1.937 -0.509 0.007
C 2.4824 0.3767 -0.3485 -2.051 1.476 0.066 0.042
C 2.0689 -1.9231 0.2775 2.470 -1.589 0.085 -0.017
C 1.1096 0.6336 -0.0819 -0.453 -1.816 0.816 -0.159
C 0.8130 -1.6562 0.6244 -3.137 1.324 -0.222 -0.003
C -0.8220 1.5871 0.2980 -1.415 -1.042 1.131 -0.177
C -1.7697 2.7116 0.5350 1.470 -1.884 1.386 0.078
C -0.9393 0.2728 0.6460 1.550 0.347 -0.472 -0.115
N -0.7988 -0.4668 -1.8593 0.119 1.592 0.173 0.134
N 0.3031 -0.3560 0.4219 1.764 1.420 0.022 0.085
N -2.0555 -0.5062 0.9395 -0.004 -0.362 1.096 -0.326
O 0.3996 1.7883 -0.1741 2.013 -0.344 -0.195 0.189
O -3.1206 0.0365 1.0129 -0.889 0.128 -0.142 0.153
O -1.8114 -1.6783 1.1758 -0.833 -0.309 -0.107 0.088
H 4.0798 -1.0647 -0.4275 -1.939 0.159 0.686 0.161
H 2.9698 1.2481 -0.7158 0.978 0.206 -0.237 0.130
H 2.3387 -3.0488 0.4021 0.022 2.407 -0.337 0.166
H -1.2860 -2.2666 -3.0165 -0.417 0.384 0.160 0.091
H -0.0339 -2.2935 0.9346 1.372 -0.055 -0.102 0.131
H -2.6310 2.2403 0.9967 -0.544 0.542 -0.662 0.096
H -1.8015 3.2622 -0.3449 -0.989 1.132 -1.538 0.089
H -1.3057 3.3218 1.2976 0.200 0.382 0.248 0.114
```
Positions in Å, forces in eV/Å.

ΔE to the lowest compared entry with this formula, charge and spin   2.4 kcal/mol
Net charge   +1
Highest occupied orbital energy   -13.90 eV
Orbital gap   9.4921 eV
Electronic energy   -737.33481 hartree


Record 4
Molecular formula: C35H55F3N8O2S
Method: DFT, ωB97M-V/def2-TZVPD

```
104
Properties=species:S:1:pos:R:3:forces:R:3:lowdin_charge:R:1
C 1.1869 1.1678 -0.6683 0.898 0.685 0.426 0.091
C 0.3251 0.5710 -1.2306 -0.488 -0.605 -0.473 -0.152
C -0.6904 -0.2673 -1.8680 0.016 0.381 0.594 -0.186
C -1.2579 -1.2809 -0.8409 0.124 -0.149 -0.171 -0.143
C -1.4577 -2.7596 -1.2467 0.114 0.359 0.336 -0.110
C -0.5019 -3.3754 -2.2780 -0.101 -0.225 -0.723 -0.296
N 0.9010 -3.0149 -2.0943 -0.117 -0.327 0.324 0.022
C 1.3900 -2.8431 -0.7167 0.758 0.100 -0.479 -0.227
C 2.8220 -3.3834 -0.5226 -0.236 0.192 0.102 -0.070
C -0.8401 -3.0274 -3.7594 -0.307 0.125 -0.418 -0.035
C -2.2770 -2.6330 -4.0893 -0.216 0.075 -0.146 -0.538
F -2.6220 -1.4429 -3.5410 0.027 -0.330 -0.175 0.136
F -3.1983 -3.5341 -3.6729 0.265 0.277 -0.182 0.143
F -2.4298 -2.4988 -5.4269 0.004 -0.040 0.569 0.149
C -0.5391 -4.2997 -4.5576 -0.121 0.020 0.437 -0.450
O -0.1450 -4.3583 -5.6927 -0.022 -0.074 -0.305 0.110
N -0.8423 -5.3195 -3.7129 0.324 0.226 0.161 0.161
C -0.6248 -4.9727 -2.2971 -0.444 -0.703 0.304 -0.315
C 0.6336 -5.7483 -1.8443 0.081 0.223 -0.290 -0.122
C 1.8217 -5.7835 -2.8246 0.285 -0.282 0.248 -0.231
C 1.9672 -7.1116 -3.5713 -0.229 0.021 0.204 -0.094
C -1.8384 -5.5572 -1.5171 0.398 -0.042 -0.055 -0.184
C -1.6375 -5.7562 -0.0070 -0.509 0.257 -0.019 -0.453
S -1.5362 -7.5261 0.3644 0.191 -0.260 -0.072 1.025
C -0.7318 -7.4162 1.8910 0.113 0.812 0.375 -0.691
N -0.4337 -6.3300 2.5486 -0.216 -0.660 -0.508 0.041
N 0.2041 -6.7513 3.7016 0.158 -1.034 0.200 0.050
C 0.2344 -8.0429 3.6515 -0.040 0.962 0.013 -0.180
O -0.3413 -8.5453 2.5239 -0.008 0.199 0.080 0.029
H 1.9548 1.7144 -0.1718 -0.017 -0.025 0.037 0.023
H -0.2172 -0.7191 -2.7290 -0.186 -0.114 -0.220 0.083
H -1.4839 0.3955 -2.2049 -0.074 -0.102 -0.314 0.111
H -2.2175 -0.8903 -0.5123 -0.109 -0.046 0.098 0.118
H -0.6196 -1.2581 0.0358 0.025 0.026 0.042 0.052
H -2.4910 -2.9193 -1.5260 -0.093 -0.053 -0.217 0.103
H -1.3292 -3.3305 -0.3287 -0.075 0.053 0.099 0.100
H 1.1738 -2.2448 -2.6808 0.019 0.143 0.052 0.114
H 1.4122 -1.7833 -0.4738 -0.257 0.040 0.272 0.084
H 0.7306 -3.3576 -0.0283 -0.181 0.137 0.112 0.102
H 2.8202 -4.2742 0.1014 0.114 -0.186 -0.082 0.067
H 3.4416 -2.6441 -0.0198 0.036 0.047 0.084 0.066
H 3.2852 -3.6035 -1.4789 0.036 -0.083 -0.100 0.062
H -0.2516 -2.2260 -4.2016 0.185 0.092 0.210 0.159
H -0.5815 -6.2540 -3.9917 -0.003 -0.002 -0.136 0.144
H 0.9694 -5.4108 -0.8678 -0.028 0.106 0.068 0.097
H 0.3121 -6.7803 -1.7004 -0.073 -0.112 0.108 0.093
H 1.8077 -4.9489 -3.5161 -0.046 0.084 -0.061 0.097
H 2.7280 -5.6612 -2.2338 0.052 0.114 0.034 0.092
H 1.7304 -7.9397 -2.9023 0.011 -0.105 0.027 0.072
H 2.9885 -7.2660 -3.9082 0.057 0.061 -0.211 0.071
H 1.3008 -7.1834 -4.4301 0.019 -0.022 -0.140 0.064
H -2.7352 -4.9783 -1.6985 -0.081 0.089 -0.076 0.101
H -2.0178 -6.5304 -1.9748 -0.092 -0.083 -0.078 0.098
H -2.4958 -5.3722 0.5382 -0.027 0.067 0.068 0.087
H -0.7722 -5.2473 0.4003 0.215 -0.130 -0.003 0.054
H 0.6434 -8.7203 4.3769 0.006 -0.115 -0.026 0.127
C -0.5273 6.1841 1.1126 0.100 -0.060 0.039 -0.100
C 0.2291 5.4484 0.0145 0.011 0.055 0.121 -0.256
C -0.6103 4.3463 -0.6431 0.121 0.085 -0.016 -0.176
C -1.0139 3.3370 0.3320 0.066 0.151 -0.235 -0.246
N -1.2987 2.5495 1.1126 -0.195 -0.186 0.378 0.180
H -0.7926 5.5065 1.9271 0.010 -0.029 -0.030 0.073
H 0.0838 6.9822 1.5349 -0.021 0.026 -0.006 0.075
H -1.4380 6.6326 0.7204 0.052 0.009 -0.027 0.035
H 1.1420 5.0093 0.4260 -0.036 -0.057 -0.019 0.086
H 0.5326 6.1567 -0.7590 -0.034 -0.020 -0.060 0.109
H -0.0445 3.8443 -1.4290 -0.034 -0.057 -0.014 0.110
H -1.5103 4.7685 -1.0940 -0.004 0.019 -0.009 0.124
C 2.0944 0.0868 5.3825 -0.036 -0.002 -0.067 -0.110
C 2.1755 1.0943 4.2416 0.116 0.011 0.213 -0.266
C 0.8844 1.2246 3.4300 0.232 -0.071 0.006 -0.197
C 0.5370 -0.0457 2.7954 -0.055 0.520 0.100 -0.227
N 0.2831 -1.0434 2.2972 -0.063 -0.547 -0.207 0.176
H 1.9047 -0.9208 5.0101 -0.041 0.001 -0.009 0.071
H 3.0316 0.0617 5.9384 -0.003 0.011 0.011 0.070
H 1.2959 0.3460 6.0808 -0.007 -0.011 0.003 0.075
H 2.9880 0.8218 3.5663 0.009 0.038 -0.026 0.109
H 2.4189 2.0790 4.6441 0.004 0.037 -0.062 0.106
H 1.0175 1.9710 2.6472 -0.119 -0.002 -0.054 0.088
H 0.0477 1.5424 4.0533 -0.024 -0.012 0.000 0.120
C -6.4786 7.7760 1.7778 0.009 -0.034 -0.013 -0.109
C -5.5056 6.6258 2.0081 -0.133 0.075 -0.029 -0.257
C -4.0912 7.1021 2.3604 -0.089 -0.109 -0.040 -0.185
C -3.5137 7.9079 1.2860 -0.255 -0.134 0.358 -0.256
N -3.0871 8.5345 0.4288 0.169 0.272 -0.378 0.157
H -6.1706 8.3935 0.9332 0.030 0.014 0.014 0.071
H -7.4765 7.3956 1.5619 -0.009 0.004 0.013 0.072
H -6.5463 8.4160 2.6594 -0.002 0.009 0.002 0.077
H -5.4616 5.9974 1.1170 0.040 -0.027 0.011 0.112
H -5.8667 5.9969 2.8230 0.066 -0.025 0.019 0.108
H -3.4323 6.2498 2.5341 0.034 0.016 0.030 0.112
H -4.1061 7.7052 3.2696 0.021 0.007 0.015 0.123
C 4.0370 7.4222 1.2237 0.029 -0.011 -0.013 -0.105
C 4.8047 6.7236 0.1077 -0.034 0.114 0.102 -0.254
C 4.0927 5.4664 -0.4053 0.157 0.106 0.031 -0.185
C 3.9264 4.4736 0.6560 -0.038 0.240 -0.409 -0.246
N 3.7895 3.7031 1.4911 -0.114 -0.356 0.371 0.158
H 3.9346 6.7782 2.0981 -0.021 -0.026 -0.009 0.072
H 4.5571 8.3260 1.5390 -0.013 0.013 -0.004 0.073
H 3.0365 7.7083 0.8930 -0.013 0.003 -0.001 0.071
H 5.8019 6.4544 0.4594 0.012 -0.028 -0.033 0.112
H 4.9365 7.4085 -0.7312 0.002 -0.052 -0.048 0.109
H 4.6580 5.0049 -1.2153 -0.021 -0.021 -0.022 0.121
H 3.1039 5.7207 -0.7916 -0.008 -0.022 -0.002 0.102
```
Positions in Å, forces in eV/Å.

Net charge   0
Highest occupied orbital energy   -8.68 eV
SMILES   C#CCCC[C@]1(NCC)[C@H](C(F)(F)F)C(=O)N[C@]1(CCC)CCSc1nnco1.CCCC#N.CCCC#N.CCCC#N.CCCC#N
Orbital gap   9.1911 eV
Electronic energy   -2652.86756 hartree


Record 5
Molecular formula: C5H8O
Method: DFT, ωB97M-V/def2-TZVPD

```
14
Properties=species:S:1:pos:R:3:forces:R:3:lowdin_charge:R:1
C -0.6161 0.3188 -1.4691 -0.056 0.055 -0.042 -0.026
C -0.0440 0.0132 -0.1127 -0.069 -0.065 -0.039 -0.419
C 1.1682 0.7280 0.5775 0.042 0.189 0.171 -0.045
C 1.2511 -0.5789 0.0783 0.279 -0.136 -0.289 0.091
O -0.0446 -0.8140 2.0350 -0.206 -0.261 0.280 -0.154
C -0.9118 -0.5457 1.0312 -0.158 0.151 -0.507 -0.337
H 0.1601 0.5807 -2.1941 -0.087 -0.038 0.094 0.082
H -1.3063 1.1639 -1.3968 0.034 -0.071 -0.057 0.085
H -1.1715 -0.5414 -1.8581 0.065 0.092 0.058 0.084
H 1.8131 1.5298 0.2308 -0.090 -0.066 0.062 0.119
H 0.8446 0.6619 1.6578 0.148 0.182 -0.179 0.135
H 1.9801 -1.1716 -0.4653 -0.171 0.041 0.158 0.129
H -1.7645 0.1007 1.3213 0.193 -0.108 0.099 0.126
H -1.3583 -1.4454 0.5641 0.074 0.035 0.191 0.131
```
Positions in Å, forces in eV/Å.

ΔE to the lowest compared entry with this formula, charge and spin   126.9 kcal/mol
Net charge   0
Highest occupied orbital energy (alpha / beta)   -8.41 / -9.08 eV
Orbital gap (alpha / beta)   7.3913 / 8.6255 eV
Electronic energy   -270.35568 hartree


Record 6
Molecular formula: C17H28CaN8SSe3Te
Method: DFT, ωB97M-V/def2-TZVPD

```
59
Properties=species:S:1:pos:R:3:forces:R:3:lowdin_charge:R:1
Ca 0.3395 0.3057 1.6191 0.073 1.311 0.184 1.110
C 0.1410 -1.8602 3.8838 0.099 -0.239 -0.146 -0.207
C 0.7901 -2.6205 2.7301 -0.166 0.057 0.243 -0.209
N 1.5716 -1.7109 1.8994 0.570 -0.635 0.148 -0.154
C 1.8143 -2.2375 0.5526 -0.149 -0.112 -0.263 -0.184
C 0.5471 -2.1376 -0.2733 -0.010 -0.656 -0.473 -0.324
C 0.2782 -2.9416 -1.3485 0.031 0.139 0.302 -0.091
C -0.9251 -2.7606 -2.0752 -0.006 -0.173 -0.366 -0.151
C -1.8150 -1.7443 -1.6304 0.036 0.236 0.275 -0.099
C -1.4705 -0.9670 -0.5557 -0.390 -0.469 -0.532 -0.320
C -2.3330 0.1857 -0.0704 0.119 -0.254 -0.277 -0.159
N -1.9672 0.6577 1.2683 -1.012 0.570 -0.192 -0.173
C -2.7173 0.0817 2.3856 -0.030 -0.309 0.056 -0.201
C -2.0243 -1.1667 2.9262 -0.131 0.034 -0.138 -0.208
N -0.6917 -0.7768 3.3771 -0.659 -0.395 1.248 -0.192
N -0.3042 -1.1397 0.1268 -0.313 -0.617 -0.505 -0.088
H 0.9236 -1.4165 4.5054 -0.063 0.047 0.031 0.114
H -0.4277 -2.5640 4.5094 0.031 0.025 0.023 0.118
H 0.0160 -3.0524 2.0918 0.029 -0.046 0.001 0.113
H 1.3940 -3.4448 3.1342 -0.023 -0.034 -0.082 0.119
H 2.4443 -1.4681 2.3602 0.030 -0.051 -0.052 0.099
H 2.1753 -3.2756 0.5551 0.004 0.032 0.054 0.116
H 2.5753 -1.6131 0.0955 0.206 0.006 0.063 0.081
H 0.9863 -3.7120 -1.6372 -0.005 -0.015 0.048 0.093
H -1.1641 -3.3795 -2.9298 0.006 0.006 0.038 0.060
H -2.7560 -1.5744 -2.1443 -0.022 0.013 0.044 0.092
H -3.3882 -0.1134 -0.1230 -0.013 0.119 0.003 0.115
H -2.1946 1.0253 -0.7601 -0.052 0.082 0.120 0.111
H -2.0792 1.6703 1.2837 0.027 -0.029 0.046 -0.003
H -3.7485 -0.1658 2.0983 0.021 0.028 -0.009 0.116
H -2.7572 0.8272 3.1830 0.007 0.042 -0.020 0.095
H -1.9352 -1.9026 2.1227 0.017 -0.034 0.047 0.111
H -2.6244 -1.6077 3.7361 0.011 0.002 -0.025 0.121
H -0.8016 -0.0868 4.1287 0.100 0.020 -0.042 -0.009
Se -0.6726 4.1371 0.8752 0.138 -0.064 -0.215 -0.225
Se -1.3601 3.7157 3.0422 -0.286 -0.075 0.169 -0.237
Te 0.7262 3.1907 4.3898 -0.069 -0.097 0.103 0.520
Se -0.3670 1.7063 5.9971 0.069 0.053 0.040 -0.223
C 0.6637 0.2837 -4.3348 0.065 0.150 -0.033 -0.065
C 0.8678 1.7949 -4.4539 -0.093 -0.113 0.149 -0.407
C -0.4315 2.5495 -4.1733 0.102 -0.007 -0.026 -0.071
C 2.0190 2.2770 -3.5563 -0.138 0.066 -0.476 -0.115
N 1.9697 1.7268 -2.2226 0.177 0.195 0.565 -0.101
C 1.1086 1.9296 -1.2177 -0.103 -0.056 -0.491 -0.152
N 1.4650 1.1675 -0.2180 0.692 0.685 -0.695 -0.055
N 2.5873 0.5403 -0.6020 0.333 -0.069 -0.164 -0.001
N 2.9109 0.8676 -1.7945 -0.237 -0.074 -0.086 0.082
H -0.1062 -0.0475 -5.0320 0.006 -0.032 0.008 0.081
H 0.3377 0.0069 -3.3297 -0.027 -0.076 -0.018 0.071
H 1.5859 -0.2579 -4.5524 -0.015 -0.043 0.015 0.081
H 1.1786 2.0244 -5.4779 0.033 0.057 0.009 0.129
H -0.8488 2.2751 -3.2021 -0.027 -0.002 -0.022 0.068
H -1.1774 2.3102 -4.9320 -0.032 -0.024 0.039 0.079
H -0.2721 3.6300 -4.1856 -0.036 0.002 0.011 0.079
H 2.0143 3.3664 -3.4905 0.056 -0.010 0.030 0.128
H 2.9731 1.9550 -3.9700 0.022 0.007 0.070 0.123
H 0.2685 2.6042 -1.2302 -0.026 -0.019 0.092 0.046
S 3.1437 1.3777 3.4733 -0.418 -0.062 -0.099 0.392
C 1.5442 1.5549 3.1724 1.440 0.905 1.174 -1.237
```
Positions in Å, forces in eV/Å.

ΔE to the lowest compared entry with this formula, charge and spin   48.5 kcal/mol
Net charge   -1
<S²>   0.764
Highest occupied orbital energy (alpha / beta)   -1.63 / -3.87 eV
Multiplicity   2
Orbital gap (alpha / beta)   4.0481 / 6.2882 eV
Electronic energy   -9650.82552 hartree